{"formula": "C10H9ClO2", "method": "wB97M-V/def2-TZVPD", "spin_multiplicity": 1, "total_charge": 0, "energy_ev": -27131.3614, "de_lowest_kcal_mol": 42.83, "homo_ev": -9.0432, "elements": ["C", "C", "C", "C", "C", "C", "C", "C", "C", "C", "O", "O", "Cl", "H", "H", "H", "H", "H", "H", "H", "H", "H"], "coordinates": [[-3.0826, 0.2676, 1.0985], [-2.2973, 1.3717, 1.4564], [-2.4379, -0.7131, 0.3052], [-1.0029, 1.4819, 1.0927], [-1.1520, -0.6076, -0.1585], [-0.3472, 0.5278, 0.2026], [3.2571, -0.3781, 1.0186], [3.2706, -0.3982, -0.5324], [1.7722, -0.3171, -0.9337], [1.0205, 0.7227, -0.1874], [4.1805, -0.7379, 1.7336], [2.1300, 0.0645, 1.4566], [1.5991, 2.3190, -0.3778], [-4.0058, 0.2619, 1.5392], [-2.7846, 2.1420, 2.0351], [-2.9467, -1.6652, 0.1516], [-0.3016, 2.3804, 1.3756], [-0.8901, -1.3768, -0.8323], [3.8008, 0.4607, -0.8041], [3.7957, -1.2446, -0.9392], [1.5195, -0.0770, -1.9964], [1.3353, -1.3465, -0.6366]]}



{"formula": "C11H38N3O10", "method": "wB97M-V/def2-TZVPD", "spin_multiplicity": 1, "total_charge": 1, "energy_ev": -36961.4015, "de_lowest_kcal_mol": 0.00, "homo_ev": -12.9743, "elements": ["C", "O", "C", "C", "C", "C", "N", "C", "N", "N", "C", "C", "C", "C", "C", "O", "H", "H", "H", "H", "H", "H", "H", "H", "H", "H", "H", "H", "H", "H", "H", "H", "H", "H", "H", "H", "H", "H", "O", "H", "H", "O", "H", "H", "O", "H", "H", "O", "H", "H", "O", "H", "H", "O", "H", "H", "O", "H", "H", "O", "H", "H"], "coordinates": [[1.6989, -1.1442, 0.4427], [1.6378, -0.1330, -0.5497], [1.1651, 1.0791, -0.0001], [1.0891, 2.1644, -1.0565], [0.1420, 1.9367, -2.2582], [-0.7519, 0.7040, -2.2393], [-1.7372, 0.5849, -1.1439], [-1.8269, -0.5838, -0.5057], [-2.7934, -0.4763, 0.3939], [-3.1766, -1.5222, 1.2680], [-3.3337, 0.7688, 0.3320], [-2.6753, 1.4617, -0.6446], [-2.9302, 2.8505, -1.1394], [-2.0732, 3.9739, -0.5439], [-2.0535, 4.0705, 0.9930], [-3.2022, 3.4712, 1.6001], [0.6967, -1.3579, 0.8413], [2.2990, -0.8113, 1.2962], [2.1238, -2.0508, 0.0181], [1.8807, 1.4220, 0.7590], [0.2199, 0.9438, 0.5426], [0.8893, 3.0943, -0.5250], [2.0966, 2.2723, -1.4591], [0.7667, 1.7945, -3.1393], [-0.4701, 2.8078, -2.4779], [-0.1530, -0.2000, -2.2502], [-1.3226, 0.7030, -3.1704], [-1.2236, -1.4570, -0.6726], [-3.3417, -2.3367, 0.6786], [-4.1017, -1.2752, 1.6127], [-4.1334, 1.1285, 0.9528], [-2.8885, 2.8631, -2.2285], [-3.9629, 3.0782, -0.8805], [-2.5000, 4.9054, -0.9158], [-1.0459, 3.9562, -0.8942], [-1.1280, 3.6903, 1.4168], [-2.0646, 5.1312, 1.2440], [-2.8929, 2.9666, 2.3589], [3.1868, -3.9474, -0.3576], [4.1230, -3.7288, -0.4961], [2.9378, -4.3852, -1.1808], [4.1268, -5.6896, 2.2013], [3.9210, -5.1045, 1.4638], [3.2608, -6.0299, 2.4642], [1.3149, -6.4887, -0.4586], [1.6716, -5.6352, -0.1947], [1.8957, -7.1322, -0.0397], [-6.8811, 2.2438, -1.7114], [-6.1329, 1.8755, -1.2332], [-7.1849, 2.9774, -1.1661], [4.8543, 1.7463, -2.2787], [4.2116, 1.0943, -1.9785], [5.2475, 2.0910, -1.4704], [-0.2558, 4.8499, 3.3634], [-0.9748, 4.7548, 3.9974], [-0.0604, 5.7933, 3.3763], [5.7181, -4.9609, -0.5012], [5.4585, -5.5346, 0.2332], [6.4807, -5.4061, -0.8845], [1.5076, -4.9788, 2.8312], [0.9219, -4.7372, 3.5559], [1.7287, -4.1421, 2.4087]]}



{"formula": "C7H10ClN2O", "method": "wB97M-V/def2-TZVPD", "spin_multiplicity": 1, "total_charge": 1, "energy_ev": -24959.8379, "de_lowest_kcal_mol": 77.78, "homo_ev": -13.0904, "elements": ["C", "C", "C", "C", "C", "C", "C", "N", "N", "O", "Cl", "H", "H", "H", "H", "H", "H", "H", "H", "H", "H"], "coordinates": [[0.6276, -2.1171, 1.4852], [-0.2449, -2.4443, -0.6428], [0.6339, -0.7906, 1.2737], [-0.1240, -1.1053, -0.9024], [0.0807, -3.0312, 0.6126], [-1.5792, 1.5435, 0.5820], [0.9808, 2.7883, -1.2909], [0.2232, -0.2715, 0.1341], [0.2558, 1.0652, 0.0610], [0.2608, 1.5160, -1.2664], [-0.1303, -4.6378, 1.0821], [0.9925, -2.5464, 2.4183], [-0.4257, -3.1404, -1.5321], [0.9987, -0.1105, 2.0592], [-0.5067, -0.6064, -1.8103], [-1.8278, 1.2441, 1.5689], [-1.4361, 2.5626, 0.3359], [-2.1377, 1.0210, -0.1444], [0.2478, 3.6455, -1.2321], [1.4219, 2.6586, -2.3437], [1.6887, 2.7567, -0.4480]]}



Here are the calculated gap between HOMO and LUMO numbers, same order: 0.2799, 0.3763, 0.3073 (Ha).